Here is 12 unconnected molecules or ions with the total composition C38H74BCl22IN2O5PSi at a distorted geometry from the Open Molecules 2025 dataset. Energies are from wB97M-V/def2-TZVPD.

Each atom is followed by the atoms it is bonded to, with distances in Å.
Element x y z (Å)
1 C 7.29 -2.91 1.39  C2 1.545, H39 1.089, H40 1.089, H41 1.089
2 C 5.95 -3.50 0.92  C1 1.545, C3 1.553, H42 1.090, H43 1.085
3 C 5.14 -2.48 0.07  C2 1.553, C4 1.534, H44 1.089, H45 1.087
4 C 4.04 -1.81 0.89  C3 1.534, O5 1.435, H46 1.095, H47 1.093
5 O 3.88 -0.45 0.46  C4 1.435, C6 1.419
6 C 3.34 0.49 1.38  O5 1.419, C7 1.547, C12 1.532, N37 1.526
7 C 2.10 -0.18 2.03  C6 1.547, P8 1.845, H48 1.089, H49 1.087
8 P 0.73 0.78 2.82  C7 1.845, O9 1.472, O10 1.590, O11 1.573
9 O 0.73 0.50 4.26  P8 1.472
10 O -0.62 0.23 2.18  P8 1.590, H50 0.970
11 O 0.68 2.32 2.52  P8 1.573, H51 0.963
12 C 3.10 1.71 0.48  C6 1.532, C13 1.529, N30 1.469, H52 1.103
13 C 1.84 1.60 -0.38  C12 1.529, C14 1.541, H53 1.088, H54 1.090
14 C 1.88 0.52 -1.48  C13 1.541, C15 1.538, H55 1.090, H56 1.091
15 C 0.52 0.47 -2.19  C14 1.538, C16 1.552, H57 1.092, H58 1.089
16 C -0.58 -0.13 -1.27  C15 1.552, C17 1.536, H59 1.094, H60 1.087
17 C -1.70 0.88 -1.01  C16 1.536, C18 1.527, H61 1.092, H62 1.095
18 C -2.93 0.18 -0.43  C17 1.527, C19 1.540, H63 1.091, H64 1.091
19 C -3.99 1.15 0.12  C18 1.540, C20 1.550, H65 1.089, H66 1.090
20 C -3.96 1.26 1.67  C19 1.550, Si21 1.880, H67 1.094, H68 1.093
21 Si -5.05 0.02 2.58  C20 1.880, C22 1.897, C23 1.878, C24 1.896
22 C -5.05 0.53 4.41  Si21 1.897, H69 1.089, H70 1.091, H71 1.088
23 C -6.84 0.05 2.01  Si21 1.878, H72 1.091, H73 1.089, H74 1.092
24 C -4.28 -1.70 2.40  Si21 1.896, C25 1.400, C29 1.402
25 C -3.70 -2.34 3.49  C24 1.400, C26 1.399, H75 1.082
26 C -3.15 -3.62 3.37  C25 1.399, C27 1.390, H76 1.081
27 C -3.16 -4.25 2.13  C26 1.390, C28 1.395, H77 1.083
28 C -3.71 -3.62 1.01  C27 1.395, C29 1.389, H78 1.094
29 C -4.28 -2.36 1.16  C24 1.402, C28 1.389, H79 1.083
30 N 3.12 3.02 1.15  C12 1.469, C31 1.469, C32 1.468
31 C 3.42 4.08 0.18  N30 1.469, H80 1.086, H81 1.096, H82 1.089
32 C 4.04 3.20 2.28  N30 1.468, C33 1.524, H83 1.102, H84 1.090
33 C 4.36 1.99 3.15  C32 1.524, B34 1.612, N37 1.506, H85 1.095
34 B 3.56 1.80 4.54  C33 1.612, C35 1.565, O36 1.381
35 C 2.90 2.99 5.32  B34 1.565, H86 1.090, H87 1.090, H88 1.092
36 O 3.47 0.55 5.10  B34 1.381, H89 0.967
37 N 4.48 0.72 2.36  C6 1.526, C33 1.506, I38 2.136, H90 1.018
38 I 6.35 0.85 1.35  N37 2.136
39 H 7.20 -2.48 2.39  C1 1.089
40 H 7.67 -2.17 0.69  C1 1.089
41 H 8.05 -3.69 1.44  C1 1.089
42 H 5.37 -3.72 1.82  C2 1.090
43 H 6.09 -4.41 0.34  C2 1.085
44 H 4.68 -3.06 -0.72  C3 1.089
45 H 5.79 -1.75 -0.40  C3 1.087
46 H 4.21 -1.93 1.97  C4 1.095
47 H 3.12 -2.35 0.66  C4 1.093
48 H 2.45 -0.81 2.85  C7 1.089
49 H 1.63 -0.77 1.25  C7 1.087
50 H -0.82 -0.61 2.61  O10 0.970
51 H 1.23 2.85 3.10  O11 0.963
52 H 3.93 1.69 -0.24  C12 1.103
53 H 1.67 2.53 -0.92  C13 1.088
54 H 0.92 1.42 0.19  C13 1.090
55 H 2.70 0.68 -2.17  C14 1.090
56 H 1.99 -0.46 -1.03  C14 1.091
57 H 0.65 -0.23 -3.02  C15 1.092
58 H 0.23 1.45 -2.57  C15 1.089
59 H -0.08 -0.29 -0.31  C16 1.094
60 H -0.95 -1.08 -1.64  C16 1.087
61 H -1.92 1.38 -1.96  C17 1.092
62 H -1.38 1.66 -0.31  C17 1.095
63 H -2.56 -0.42 0.40  C18 1.091
64 H -3.35 -0.46 -1.20  C18 1.091
65 H -3.85 2.15 -0.29  C19 1.089
66 H -4.98 0.83 -0.22  C19 1.090
67 H -2.93 1.06 1.98  C20 1.094
68 H -4.22 2.26 1.99  C20 1.093
69 H -4.21 1.21 4.58  C22 1.089
70 H -5.99 1.04 4.61  C22 1.091
71 H -5.02 -0.31 5.09  C22 1.088
72 H -7.45 -0.45 2.76  C23 1.091
73 H -7.01 -0.42 1.04  C23 1.089
74 H -7.18 1.09 1.98  C23 1.092
75 H -3.65 -1.87 4.47  C25 1.082
76 H -2.73 -4.09 4.25  C26 1.081
77 H -2.72 -5.23 2.04  C27 1.083
78 H -3.68 -4.14 0.05  C28 1.094
79 H -4.71 -1.86 0.31  C29 1.083
80 H 3.81 4.96 0.70  C31 1.086
81 H 4.13 3.76 -0.59  C31 1.096
82 H 2.49 4.40 -0.28  C31 1.089
83 H 5.00 3.58 1.90  C32 1.102
84 H 3.65 4.01 2.89  C32 1.090
85 H 5.38 2.20 3.51  C33 1.095
86 H 2.16 2.55 5.99  C35 1.090
87 H 3.65 3.54 5.89  C35 1.090
88 H 2.36 3.68 4.67  C35 1.092
89 H 4.33 0.11 5.08  O36 0.967
90 H 4.55 -0.04 3.03  N37 1.018
91 C -5.03 -3.91 -3.49  Cl92 1.767, Cl93 1.772, H94 1.083, H95 1.084
92 Cl -6.78 -3.78 -3.71  C91 1.767
93 Cl -4.56 -3.55 -1.81  C91 1.772
94 H -4.72 -4.92 -3.73  C91 1.083
95 H -4.54 -3.20 -4.15  C91 1.084
96 C 9.79 2.99 -0.36  Cl97 1.767, Cl98 1.775, H99 1.084, H100 1.083
97 Cl 8.13 3.60 -0.42  C96 1.767
98 Cl 9.83 1.24 -0.10  C96 1.775
99 H 10.29 3.22 -1.29  C96 1.084
100 H 10.31 3.47 0.46  C96 1.083
101 C -4.25 -7.60 -5.98  Cl102 1.771, Cl103 1.767, H104 1.084, H105 1.083
102 Cl -5.55 -7.51 -4.79  C101 1.771
103 Cl -3.65 -6.00 -6.42  C101 1.767
104 H -3.43 -8.18 -5.55  C101 1.084
105 H -4.63 -8.09 -6.87  C101 1.083
106 C -6.06 2.76 -2.95  Cl107 1.770, Cl108 1.775, H109 1.082, H110 1.077
107 Cl -6.91 2.75 -1.40  C106 1.770
108 Cl -4.63 1.71 -2.92  C106 1.775
109 H -6.74 2.40 -3.71  C106 1.082
110 H -5.75 3.77 -3.16  C106 1.077
111 C -7.75 5.81 -5.34  Cl112 1.764, Cl113 1.770, H114 1.084, H115 1.083
112 Cl -8.56 5.76 -3.78  C111 1.764
113 Cl -6.30 4.80 -5.35  C111 1.770
114 H -8.43 5.44 -6.10  C111 1.084
115 H -7.47 6.83 -5.56  C111 1.083
116 C 13.24 0.76 -1.08  Cl117 1.765, Cl118 1.770, H119 1.082, H120 1.084
117 Cl 14.16 -0.52 -1.87  C116 1.765
118 Cl 13.29 2.27 -2.01  C116 1.770
119 H 12.20 0.45 -0.99  C116 1.082
120 H 13.66 0.94 -0.10  C116 1.084
121 C 1.72 6.05 6.81  Cl122 1.760, Cl123 1.775, H124 1.084, H125 1.084
122 Cl 1.29 7.52 7.68  C121 1.760
123 Cl 3.07 6.33 5.69  C121 1.775
124 H 2.02 5.30 7.53  C121 1.084
125 H 0.87 5.72 6.24  C121 1.084
126 C -11.91 3.40 -3.14  Cl127 1.768, Cl128 1.768, H129 1.083, H130 1.084
127 Cl -10.86 2.22 -3.94  C126 1.768
128 Cl -12.09 4.87 -4.10  C126 1.768
129 H -12.89 2.95 -3.00  C126 1.083
130 H -11.47 3.66 -2.18  C126 1.084
131 C 15.71 2.08 -5.11  Cl132 1.766, Cl133 1.769, H134 1.084, H135 1.083
132 Cl 17.07 1.80 -6.19  C131 1.766
133 Cl 14.26 2.60 -5.98  C131 1.769
134 H 15.48 1.15 -4.59  C131 1.084
135 H 15.98 2.85 -4.40  C131 1.083
136 C -10.07 -3.44 -2.42  Cl137 1.768, Cl138 1.768, H139 1.083, H140 1.083
137 Cl -11.12 -3.23 -3.83  C136 1.768
138 Cl -10.58 -2.42 -1.07  C136 1.768
139 H -10.11 -4.48 -2.11  C136 1.083
140 H -9.06 -3.17 -2.70  C136 1.083
141 C -6.06 -10.91 -3.67  Cl142 1.767, Cl143 1.770, H144 1.084, H145 1.083
142 Cl -6.85 -10.87 -2.10  C141 1.767
143 Cl -4.66 -11.99 -3.68  C141 1.770
144 H -6.77 -11.25 -4.41  C141 1.084
145 H -5.72 -9.91 -3.91  C141 1.083

Summary:
electronic energy: -355257.8140 eV
charge: +1
LUMO: -4.7 eV
orbital gap: 5.78 eV
HOMO level: -10.435 eV

Löwdin population analysis, charges in e, atoms 1 to 2: -0.120, -0.225